1.
{
  "formula": "C14H25F6N5O6S2",
  "method": "wB97M-V/def2-TZVPD",
  "symbols": ["C", "C", "N", "C", "C", "C", "O", "O", "C", "N", "C", "C", "N", "C", "C", "C", "N", "C", "H", "H", "H", "H", "H", "H", "H", "H", "H", "H", "H", "H", "H", "H", "H", "H", "H", "H", "H", "H", "H", "H", "H", "H", "H", "C", "F", "F", "F", "S", "O", "O", "N", "S", "O", "O", "C", "F", "F", "F"],
  "coordinates": [[2.263, 0.498, 1.278], [2.274, -0.140, -0.099], [2.105, 0.876, -1.161], [1.010, 0.648, -2.038], [0.796, 2.028, -2.819], [0.107, 3.085, -1.977], [-1.116, 3.232, -1.986], [0.919, 3.813, -1.149], [-0.291, 0.477, -1.366], [-1.090, -0.212, -2.070], [-2.491, -0.521, -1.812], [-3.038, 0.033, -0.503], [-2.973, -1.021, 0.520], [-0.461, -0.781, -3.275], [1.039, -0.419, -3.174], [1.990, -1.605, -3.067], [2.713, -1.744, -4.347], [4.041, -1.147, -4.294], [2.502, 1.551, 1.203], [2.997, 0.063, 1.943], [1.285, 0.400, 1.735], [3.224, -0.648, -0.249], [1.516, -0.914, -0.175], [2.966, 1.059, -1.647], [0.208, 1.889, -3.716], [1.790, 2.380, -3.068], [1.394, 4.468, -1.665], [-0.589, 0.911, -0.427], [-2.635, -1.593, -1.859], [-3.063, -0.105, -2.637], [-2.517, 0.922, -0.176], [-4.066, 0.331, -0.692], [-3.652, -1.726, 0.275], [-3.258, -0.633, 1.408], [-0.570, -1.858, -3.141], [-0.975, -0.569, -4.201], [1.297, 0.076, -4.100], [2.716, -1.463, -2.273], [1.440, -2.529, -2.926], [2.804, -2.723, -4.569], [4.641, -1.527, -3.465], [4.568, -1.361, -5.213], [3.943, -0.071, -4.185], [-1.594, -2.011, 6.969], [-1.155, -2.365, 8.172], [-1.108, -2.880, 6.079], [-2.922, -2.118, 6.963], [-1.055, -0.293, 6.593], [0.379, -0.350, 6.589], [-1.672, 0.518, 7.599], [-1.726, -0.216, 5.155], [-1.588, 1.113, 4.319], [-0.273, 1.393, 3.814], [-2.358, 2.230, 4.776], [-2.498, 0.501, 2.837], [-3.755, 0.167, 3.116], [-1.906, -0.570, 2.290], [-2.533, 1.450, 1.889]],
  "forces_ev_per_angstrom": [[-0.22, -0.01, 0.13], [0.83, 0.37, 0.10], [-0.48, -1.02, 0.58], [0.56, 1.95, -1.33], [-0.01, 0.16, 0.59], [-2.23, 0.56, 0.10], [2.69, -0.54, 0.19], [-0.76, -0.27, -0.27], [-0.18, -0.60, 0.20], [-0.14, -0.23, -0.36], [-0.64, 0.81, 0.14], [-0.49, -1.07, -0.03], [-1.11, 0.05, -2.24], [0.64, -1.47, 0.60], [-0.88, 0.28, 0.05], [0.31, 0.03, -0.94], [-0.06, -0.15, 0.26], [-0.29, -0.19, 0.00], [-0.01, 0.24, -0.07], [0.04, -0.29, 0.16], [-0.14, 0.15, 0.29], [0.13, -0.13, -0.08], [-0.25, -0.12, -0.11], [0.07, 0.08, -0.19], [-0.16, -0.11, -0.15], [0.25, -0.04, -0.24], [0.38, 0.19, -0.04], [0.04, 0.09, 0.25], [0.27, -0.32, 0.06], [0.11, 0.16, -0.30], [0.05, 0.09, -0.03], [-0.17, 0.31, -0.16], [-0.27, -0.21, -0.12], [-0.78, -0.91, -1.39], [-0.09, -0.15, -0.14], [-0.20, 0.69, -0.04], [0.32, 0.16, -0.11], [-0.06, -0.09, 0.42], [-0.10, -0.15, 0.41], [0.02, -0.11, -0.05], [0.13, 0.00, 0.20], [0.11, 0.09, -0.25], [0.09, 0.26, -0.03], [-0.14, -0.07, -0.24], [0.14, 0.02, 0.26], [0.09, -0.07, -0.10], [-0.17, 0.02, 0.01], [0.15, -0.25, 0.39], [0.05, -0.04, -0.23], [-0.21, 0.08, -0.09], [0.23, 0.66, -0.06], [-0.11, -0.12, 0.03], [0.19, -0.11, -0.20], [-0.14, -0.02, 0.03], [0.80, 0.20, 1.11], [-0.42, -0.04, 0.08], [2.21, 0.80, 2.92], [0.04, 0.43, 0.04]],
  "lowdin_charge": [-0.0573, -0.2449, 0.0271, -0.3831, -0.0018, -0.4624, 0.1164, 0.1005, 0.0861, 0.0076, -0.0902, -0.2237, 0.0280, -0.0271, -0.1746, -0.1656, -0.1207, -0.1219, 0.0787, 0.0777, 0.0600, 0.1056, 0.1160, 0.1282, 0.1309, 0.1311, 0.1225, 0.1719, 0.1344, 0.1382, 0.0901, 0.1218, 0.0857, 0.0351, 0.1328, 0.1443, 0.1314, 0.0941, 0.1222, 0.1000, 0.0802, 0.0796, 0.0723, -0.6997, 0.1369, 0.1235, 0.1295, 0.5742, -0.2859, -0.2780, -0.3031, 0.5643, -0.2960, -0.2732, -0.6730, 0.1406, 0.0507, 0.1121],
  "homo_ha": -0.3080,
  "lumo_energy_ev": -1.50,
  "total_energy_ha": -2669.083667
}

=====

2.
{
  "formula": "C14H25I2LuO4P2S",
  "method": "wB97M-V/def2-TZVPD",
  "symbols": ["I", "I", "Lu", "P", "C", "C", "H", "H", "H", "H", "H", "H", "C", "H", "H", "H", "P", "C", "C", "H", "H", "H", "C", "H", "H", "H", "H", "H", "H", "C", "O", "C", "C", "C", "C", "C", "C", "C", "S", "O", "O", "O", "H", "H", "H", "H", "H", "H", "H"],
  "coordinates": [[0.174, -1.425, -8.429], [0.174, 1.281, -8.520], [0.177, -0.246, -1.675], [-2.392, -0.069, -1.971], [-3.165, -0.141, -3.567], [-2.857, -1.485, -0.945], [-3.942, -1.377, -0.846], [-3.939, 1.331, -0.959], [-2.354, -1.486, 0.037], [-2.341, 1.488, -0.099], [-2.836, -1.070, -4.069], [-2.596, -2.419, -1.470], [-2.854, 1.422, -1.074], [-4.233, -0.129, -3.314], [-2.589, 2.306, -1.678], [-2.834, 0.741, -4.147], [2.744, -0.084, -1.958], [3.514, -0.158, -3.556], [3.199, 1.405, -1.057], [2.693, -1.491, 0.055], [4.271, -1.402, -0.839], [2.923, -2.436, -1.470], [3.185, -1.507, -0.935], [2.688, 1.463, -0.081], [4.284, 1.302, -0.940], [4.582, -0.150, -3.301], [3.188, 0.726, -4.136], [2.946, 2.289, -1.668], [3.183, -1.085, -4.060], [0.173, -0.140, -4.169], [0.175, -0.219, -5.327], [-0.671, 0.761, 7.121], [-0.571, 0.449, 5.656], [-0.445, -0.883, 5.251], [-0.324, -1.194, 3.870], [-0.436, -0.176, 2.907], [-0.473, 1.168, 3.323], [-0.596, 1.473, 4.711], [0.368, -0.560, 1.280], [1.763, -0.242, 1.672], [-0.046, -1.793, 0.501], [-0.066, 0.682, 0.179], [-1.542, 0.271, 7.571], [0.211, 0.402, 7.661], [-0.760, 1.835, 7.288], [-0.422, -1.686, 5.990], [-0.189, -2.230, 3.564], [-0.455, 1.975, 2.597], [-0.689, 2.514, 5.028]],
  "forces_ev_per_angstrom": [[0.00, 0.58, -0.17], [0.00, -0.64, 0.02], [-0.46, -0.90, 2.58], [1.35, 0.19, 0.20], [-0.46, -0.01, 0.10], [-0.32, -0.09, -0.18], [0.01, -0.52, 0.31], [0.02, 0.55, 0.24], [-0.37, 0.16, -0.47], [-0.33, -0.18, -0.47], [-0.48, 0.44, 0.13], [-0.31, 0.26, 0.22], [-0.40, 0.17, -0.14], [-0.01, -0.04, -0.97], [-0.29, -0.27, 0.26], [-0.47, -0.43, 0.18], [-1.38, 0.19, 0.17], [0.45, -0.01, 0.08], [0.44, 0.13, -0.19], [0.45, 0.13, -0.52], [-0.02, -0.55, 0.36], [0.30, 0.25, 0.22], [0.33, -0.13, -0.23], [0.31, -0.15, -0.40], [-0.06, 0.58, 0.30], [0.01, -0.04, -0.96], [0.47, -0.43, 0.19], [0.27, -0.30, 0.31], [0.48, 0.45, 0.15], [0.02, -0.35, -5.52], [-0.02, 0.48, 5.31], [-0.05, 0.06, 0.16], [-0.10, -0.15, 0.33], [0.14, -0.04, -1.71], [-0.64, 0.00, 0.67], [0.77, -0.24, 0.39], [-0.54, 0.07, 0.58], [0.17, -0.62, -1.66], [0.67, 3.68, 0.17], [-2.21, -1.71, -1.77], [1.25, 2.03, 0.61], [0.83, -2.56, 1.57], [0.12, 0.07, -0.12], [-0.09, 0.04, -0.11], [0.01, -0.08, 0.04], [0.05, 0.22, -0.26], [-0.01, 0.16, 0.09], [0.04, -0.11, 0.08], [0.07, -0.34, -0.17]],
  "lowdin_charge": [0.0845, 0.0740, 1.3867, 0.6455, -0.2543, -0.2342, 0.0699, 0.0680, 0.0419, 0.0454, 0.0679, 0.0704, -0.2356, 0.0696, 0.0701, 0.0691, 0.6376, -0.2531, -0.2304, 0.0260, 0.0734, 0.0698, -0.2327, 0.0464, 0.0707, 0.0702, 0.0691, 0.0697, 0.0683, -0.0439, -0.0120, -0.0316, -0.2552, 0.0021, -0.0492, -0.2598, -0.0449, 0.0023, 0.7219, -0.3043, -0.4155, -0.6019, 0.0981, 0.0977, 0.0833, 0.1320, 0.1191, 0.1110, 0.1267],
  "homo_ha": -0.4972,
  "lumo_energy_ev": -7.59,
  "total_charge": 2,
  "total_energy_ha": -3760.693246
}

=====

3.
{
  "formula": "C14H25N3O3RhSe2Te2",
  "method": "wB97M-V/def2-TZVPD",
  "symbols": ["Rh", "Se", "Te", "Te", "Se", "C", "O", "C", "C", "H", "H", "H", "H", "H", "H", "O", "C", "C", "C", "C", "C", "C", "N", "H", "H", "H", "H", "H", "H", "H", "H", "H", "H", "H", "N", "C", "N", "C", "C", "O", "C", "C", "H", "H", "H", "H", "H", "H", "H", "H"],
  "coordinates": [[-0.058, 0.925, 0.774], [0.567, 1.569, 3.100], [3.512, -3.783, 2.495], [2.525, -1.296, 2.469], [2.025, -0.114, 0.204], [2.318, 3.427, 1.206], [0.927, 3.693, 1.201], [0.080, 2.720, 1.666], [-1.324, 3.287, 1.666], [2.707, 3.432, 2.227], [2.778, 4.230, 0.631], [2.544, 2.458, 0.757], [-1.400, 4.068, 0.907], [-1.568, 3.704, 2.644], [-2.060, 2.504, 1.459], [-2.533, 0.134, 1.243], [-2.849, -0.792, 1.965], [-2.585, -0.858, 3.442], [-1.286, -1.684, 3.636], [-1.099, -2.973, 2.817], [-0.967, -2.773, 1.299], [-2.311, -2.642, 0.564], [-3.314, -1.994, 1.431], [-3.427, -1.342, 3.948], [-2.445, 0.144, 3.844], [-1.198, -1.925, 4.697], [-0.446, -1.031, 3.396], [-1.884, -3.710, 3.045], [-0.163, -3.416, 3.165], [-0.397, -3.601, 0.871], [-0.356, -1.882, 1.125], [-2.713, -3.618, 0.287], [-2.208, -2.054, -0.347], [-3.539, -2.631, 2.183], [-0.490, 0.989, -1.275], [0.184, 0.845, -2.205], [0.927, 0.654, -3.267], [1.617, 1.766, -3.917], [1.686, 1.458, -5.402], [2.299, 0.203, -5.639], [1.584, -0.856, -5.017], [1.529, -0.662, -3.515], [2.627, 1.863, -3.506], [1.069, 2.688, -3.730], [2.293, 2.202, -5.917], [0.673, 1.466, -5.826], [2.111, -1.776, -5.264], [0.566, -0.904, -5.424], [2.536, -0.683, -3.090], [0.936, -1.428, -3.020]],
  "forces_ev_per_angstrom": [[0.10, -0.12, 0.70], [-0.14, -0.21, -0.21], [-0.13, -0.05, -0.38], [0.15, 0.19, 0.50], [-0.05, 0.04, -0.11], [0.16, 0.02, 0.14], [-0.09, -0.07, -0.24], [0.14, 0.37, 0.01], [-0.08, -0.10, -0.13], [-0.03, -0.01, 0.00], [-0.01, 0.01, 0.00], [-0.02, 0.00, -0.02], [-0.02, -0.03, -0.05], [0.04, 0.01, -0.01], [0.02, 0.02, 0.04], [-0.02, 0.13, -0.07], [0.09, -0.23, 0.00], [0.02, 0.01, 0.01], [0.00, 0.04, -0.04], [0.01, -0.02, 0.04], [-0.04, 0.00, -0.05], [0.07, 0.03, -0.01], [-0.07, 0.04, 0.02], [-0.01, 0.00, -0.01], [0.00, -0.01, 0.02], [-0.01, 0.01, 0.01], [0.00, -0.02, -0.01], [0.00, 0.00, 0.00], [0.01, 0.00, -0.01], [0.01, 0.01, 0.00], [-0.01, -0.01, 0.02], [-0.01, 0.00, 0.02], [0.00, -0.01, 0.00], [-0.02, 0.02, 0.01], [-0.07, -0.04, -0.13], [0.14, 0.01, -0.03], [-0.17, -0.04, 0.00], [0.05, 0.01, 0.02], [0.02, -0.03, 0.00], [-0.01, 0.01, 0.00], [0.00, 0.02, 0.00], [0.06, -0.01, -0.04], [-0.01, 0.00, 0.03], [-0.01, 0.00, -0.02], [-0.01, 0.01, 0.00], [0.00, -0.01, 0.00], [0.01, 0.00, 0.00], [0.00, -0.01, -0.01], [-0.02, -0.01, 0.04], [-0.02, 0.01, -0.02]],
  "lowdin_charge": [0.3573, 0.5740, -0.3924, -0.0789, -0.0500, -0.1433, -0.2115, -0.9555, -0.1178, 0.0701, 0.0827, -0.0095, 0.0763, 0.0727, 0.0501, 0.0125, -0.4831, -0.1070, -0.1996, -0.2024, -0.1939, -0.1773, 0.0425, 0.1133, 0.1019, 0.1126, -0.0044, 0.1078, 0.0864, 0.1131, 0.0340, 0.1086, 0.1060, 0.1005, 0.0803, -0.2932, -0.0839, -0.1065, -0.1943, -0.1294, -0.1849, -0.1214, 0.1375, 0.1354, 0.1261, 0.1268, 0.1285, 0.1271, 0.1218, 0.1343],
  "de_lowest_kcal_mol": 0.0,
  "homo_ha": -0.0958,
  "lumo_energy_ev": 2.27,
  "total_charge": -1,
  "total_energy_ha": -6387.931203
}

=====

4.
{
  "formula": "C14H25N5NdS4",
  "method": "wB97M-V/def2-TZVPD",
  "symbols": ["Nd", "S", "S", "C", "C", "C", "N", "C", "C", "H", "H", "H", "H", "H", "H", "H", "H", "C", "H", "H", "H", "H", "H", "H", "H", "C", "C", "H", "H", "H", "H", "N", "C", "N", "C", "C", "S", "C", "C", "S", "C", "N", "N", "H", "H", "H", "H", "H", "H"],
  "coordinates": [[-0.808, -0.116, 0.093], [-0.145, -1.783, -2.166], [1.368, 1.665, 0.787], [1.226, -2.115, -3.396], [-1.014, -0.650, -3.305], [-0.441, 0.774, -3.330], [-0.548, 1.487, -2.031], [0.564, 2.452, -1.835], [0.707, 2.917, -0.372], [-2.100, -0.649, -3.107], [-0.871, -1.079, -4.303], [-0.965, 1.348, -4.115], [0.614, 0.748, -3.628], [0.390, 3.368, -2.432], [1.492, 2.001, -2.206], [-0.277, 3.222, 0.041], [1.409, 3.763, -0.306], [3.095, 1.439, 0.163], [-1.393, 2.063, -2.098], [3.082, 1.009, -0.842], [3.632, 0.757, 0.836], [3.595, 2.417, 0.178], [1.760, -3.049, -3.185], [1.912, -1.271, -3.406], [0.735, -2.224, -4.359], [-3.140, 1.047, 0.220], [-3.818, 0.801, 1.384], [-3.733, 1.030, -0.715], [-2.228, 1.701, 0.147], [-4.863, 0.470, 1.366], [-3.472, 1.084, 2.383], [2.994, -1.692, -0.163], [2.521, -1.530, 1.106], [1.230, -1.281, 1.345], [1.077, -0.952, 2.723], [2.259, -0.949, 3.444], [3.627, -1.229, 2.441], [-0.245, -0.861, 3.265], [-0.677, -1.009, 4.573], [-2.383, -1.246, 4.653], [-2.403, -1.297, 2.905], [-1.265, -0.935, 2.304], [-3.405, -1.921, 2.244], [3.907, -2.103, -0.241], [2.340, -1.896, -0.919], [2.278, -0.819, 4.533], [0.030, -1.093, 5.401], [-4.309, -1.931, 2.697], [-3.339, -1.882, 1.226]],
  "forces_ev_per_angstrom": [[2.67, -1.37, 0.23], [0.24, -0.20, -1.22], [-0.03, 0.25, -0.44], [0.25, -0.22, 0.60], [-0.37, 0.71, -0.14], [-0.11, -0.06, -0.56], [-0.27, 0.00, 0.33], [0.21, 0.89, 0.22], [0.27, -0.01, -0.21], [0.36, -0.09, 0.05], [-0.35, 0.04, 0.22], [0.20, -0.26, 0.22], [-0.23, -0.06, 0.12], [0.11, -0.44, 0.07], [-0.17, 0.08, 0.20], [0.52, 0.10, -0.13], [-0.52, -0.08, -0.12], [-0.13, 0.03, -0.13], [0.17, -0.21, 0.06], [0.06, 0.18, 0.22], [-0.41, 0.43, -0.18], [-0.32, -0.23, 0.01], [-0.26, 0.25, 0.25], [0.00, -0.06, -0.03], [-0.03, -0.05, 0.08], [-1.55, 0.79, 0.66], [0.33, 1.21, -0.95], [0.56, -0.29, 0.35], [-1.09, -0.05, 0.54], [0.51, -0.18, -0.26], [0.25, -0.19, -0.40], [-0.25, -0.27, 0.26], [-0.63, 1.08, -0.49], [0.56, 0.14, 0.83], [2.80, -0.60, 0.20], [-1.86, 0.46, -0.14], [-0.94, -0.88, -0.26], [-1.32, -0.55, 1.50], [1.53, 0.42, -1.62], [0.36, -0.12, -0.74], [0.32, -0.71, 0.57], [-1.17, -0.37, 0.55], [0.26, 1.13, -0.25], [0.18, -0.14, -0.28], [0.36, -0.03, 0.63], [0.47, 0.01, -0.66], [-0.76, 0.17, -0.01], [-0.17, -0.34, -0.35], [-0.59, -0.33, 0.63]],
  "lowdin_spin": [3.0325, -0.0050, -0.0082, -0.0012, 0.0006, 0.0005, -0.0023, -0.0001, -0.0001, 0.0001, 0.0001, 0.0000, 0.0000, -0.0001, 0.0000, 0.0001, -0.0001, -0.0007, 0.0001, -0.0001, 0.0000, -0.0002, 0.0000, 0.0000, -0.0002, -0.0012, -0.0031, 0.0000, -0.0002, -0.0001, 0.0000, 0.0000, -0.0002, -0.0039, 0.0003, 0.0003, -0.0001, 0.0002, -0.0007, 0.0001, 0.0000, -0.0065, -0.0009, 0.0000, 0.0001, 0.0000, -0.0001, 0.0000, 0.0004],
  "multiplicity": 4,
  "homo_ha": [-0.6001, -0.6001],
  "lumo_energy_ev": [-10.22, -9.93],
  "total_charge": 3,
  "total_energy_ha": -2975.458617
}